(1)
Formula: C21H54N9O7P3
Source: the OMol25 dataset
Level of theory: the ωB97M-V functional and the def2-TZVPD basis

XYZ file:
```
94
Properties=species:S:1:pos:R:3:mulliken_charge:R:1
H 1.05340 0.62620 -0.53944 0.032
N 1.33002 -0.01566 -1.27966 -0.669
C 1.47372 0.60495 -2.38307 0.316
N 1.91943 -0.05331 -3.53740 -0.548
N 1.24922 1.97357 -2.56320 0.131
C 2.28398 2.71908 -3.28010 -0.682
C 2.06581 4.21153 -3.11204 -0.877
C 0.92673 4.89565 -3.92789 -0.796
C -0.55906 4.69995 -3.50035 -0.963
C -1.51635 4.14303 -4.60382 0.627
C -0.90094 3.22865 -5.64779 -0.080
O -0.43778 3.54454 -6.69193 -0.560
O -0.98000 1.94996 -5.22430 -0.331
C -2.06189 1.78881 -4.30950 -0.587
C -2.67420 3.19754 -4.15125 -0.278
P -3.66570 3.54229 -2.68330 0.678
O -5.08051 3.68238 -3.08487 -0.757
O -3.10662 4.84142 -1.95115 -0.488
O -3.55266 2.32557 -1.63511 -0.343
H 1.97429 -1.04649 -3.35580 0.331
H 1.28530 0.12958 -4.30595 0.219
H 1.05910 2.42071 -1.67606 0.221
H 3.24411 2.47037 -2.80893 0.420
H 2.35297 2.44396 -4.33128 0.328
H 2.99721 4.71631 -3.37384 0.423
H 1.86100 4.40422 -2.05127 0.290
H 1.14566 5.96074 -3.80673 0.397
H 1.06313 4.67000 -4.98759 0.379
H -0.63325 4.13099 -2.57203 0.419
H -0.94844 5.69033 -3.26779 0.492
H -2.00835 4.97672 -5.10431 0.618
H -2.75652 1.06356 -4.73342 0.266
H -1.73204 1.42081 -3.33898 0.353
H -3.42255 3.25856 -4.94647 0.433
H -3.65542 4.98340 -1.16461 0.339
H -4.32192 1.76223 -1.79634 0.248
C 6.03606 0.08530 4.03549 -0.765
N 4.83332 0.44704 3.32041 0.133
C 4.36346 1.79006 3.62693 -0.999
P 3.62711 -0.65613 2.76720 0.507
O 3.10035 0.08367 1.58201 -0.778
N 4.26367 -2.04439 1.92694 0.273
C 5.68814 -2.16150 1.70700 -1.101
C 3.47097 -2.31963 0.72430 -1.190
N 3.32085 -1.45014 4.21276 0.294
C 2.72008 -0.66120 5.28280 -1.085
C 3.69783 -2.80078 4.57980 -0.923
H 5.86050 -0.25270 5.07052 0.207
H 6.68567 0.95998 4.10037 0.388
H 6.61404 -0.67179 3.51525 0.121
H 3.80592 1.84655 4.57287 0.294
H 3.71206 2.14930 2.82979 0.195
H 5.20388 2.48344 3.69391 0.421
H 6.11143 -1.30399 1.16371 0.338
H 5.88822 -3.06353 1.12320 0.366
H 6.23087 -2.29919 2.64287 0.290
H 3.68891 -1.61613 -0.08477 0.357
H 2.40397 -2.27182 0.92640 0.365
H 3.70105 -3.32780 0.36338 0.343
H 3.47852 -0.22442 5.94457 0.294
H 2.05305 -1.27288 5.89028 0.388
H 2.11376 0.14781 4.87427 0.314
H 4.73577 -2.84323 4.92736 0.267
H 3.56452 -3.49752 3.75842 0.288
H 3.06064 -3.15281 5.39578 0.382
C -4.50526 -1.36131 2.54574 -0.780
N -3.23797 -1.55572 1.87710 0.208
C -2.43392 -0.34003 1.78604 -1.081
P -2.91434 -2.73682 0.68029 0.309
O -1.44613 -2.95028 0.78998 -0.793
N -3.53317 -4.31525 1.06063 0.273
C -4.28247 -4.54902 2.28334 -1.180
C -2.55145 -5.38297 0.88716 -1.070
N -4.13484 -2.41641 -0.42816 0.377
C -4.12345 -1.13427 -1.12862 -1.242
C -5.31703 -3.21824 -0.69086 -0.915
H -5.29223 -0.93523 1.90233 0.208
H -4.36482 -0.66119 3.37045 0.392
H -4.87976 -2.27440 2.99588 0.159
H -2.75078 0.32398 0.96980 0.306
H -1.38497 -0.59255 1.62480 0.325
H -2.49187 0.22456 2.71766 0.404
H -3.71738 -4.28455 3.18796 0.338
H -4.54591 -5.60670 2.34611 0.399
H -5.23390 -4.01587 2.28427 0.303
H -1.84993 -5.45053 1.72321 0.322
H -1.97043 -5.24722 -0.02190 0.356
H -3.07531 -6.33913 0.80680 0.322
H -4.71658 -0.37514 -0.59991 0.258
H -4.52949 -1.24453 -2.13531 0.450
H -3.10635 -0.75462 -1.24571 0.429
H -6.10304 -3.01847 0.04454 0.287
H -5.09605 -4.27977 -0.70254 0.288
H -5.71662 -2.97206 -1.67726 0.361
```

Summary:
Kohn-Sham gap (eV): 8.318
Calculated total energy (eV): -78265.214
ΔE to the lowest compared entry with this formula, charge and spin (eV): 0.000
Structure (SMILES): [H]/N=C(/N)NCCCC[C@H]1C(=O)OC[C@H]1P(=O)(O)O.CN(C)P(=O)(N(C)C)N(C)C.CN(C)P(=O)(N(C)C)N(C)C
Max |F| (Eh/bohr): 0.0994
Highest occupied orbital energy (eV): -8.06

(2)
Formula: C21H55F3O10S7
Source: the OMol25 dataset
Level of theory: the ωB97M-V functional and the def2-TZVPD basis

XYZ file:
```
96
Properties=species:S:1:pos:R:3:mulliken_charge:R:1
C 1.45104 1.65412 -27.62760 0.192
C 1.28879 0.25885 -27.03970 0.727
C -0.21372 -0.20953 -27.12112 0.244
O 2.23911 -0.56812 -27.54691 -0.856
H 1.72541 1.68141 -28.68377 -0.468
H 2.32249 2.09438 -27.12035 -0.455
H 0.75197 2.41305 -27.23213 0.136
H 1.37059 0.49172 -25.95706 -0.010
H -0.73177 -0.34741 -28.07904 -0.326
H -0.79190 0.61564 -26.68332 -0.378
H -0.36490 -1.14483 -26.57772 0.081
C 7.28884 -1.71911 -24.46282 -0.293
O 5.93776 -1.31128 -24.69849 0.164
O 7.91035 -1.53496 -25.66073 -0.929
C 7.90511 -1.07835 -23.11535 0.813
F 7.27247 0.05785 -22.72081 -0.276
F 7.88644 -1.95513 -22.07826 -0.300
F 9.18819 -0.70729 -23.28912 -0.299
C 4.98462 -1.89654 -23.80807 -0.269
C 3.66336 -1.23310 -24.20823 -0.982
H 2.89413 -1.80999 -23.67186 0.422
H 3.55495 -0.19594 -23.89765 0.263
H 3.53431 -1.40261 -25.27829 0.142
H 5.17408 -1.56688 -22.77821 0.286
H 4.89946 -2.97171 -23.98557 0.169
H 7.31472 -2.81230 -24.30934 0.077
C -0.76694 6.83184 -28.68655 -1.093
S -0.05232 5.13532 -28.67971 0.809
O -0.20516 4.62850 -30.08397 -0.638
C 1.66295 5.54585 -28.22857 -0.906
H -0.27989 7.57610 -28.05175 0.341
H -1.81023 6.80956 -28.37846 0.314
H -0.68259 7.27662 -29.68006 0.295
H 1.61356 6.32661 -27.46641 0.393
H 2.11497 6.06892 -29.07763 0.334
H 2.35595 4.77781 -27.89342 0.178
C 0.63682 -0.99322 -30.87768 -0.654
S 0.48539 0.54078 -31.86451 0.575
O -0.35348 0.07227 -33.03664 -0.794
C -0.64470 1.26788 -30.61808 -0.534
H 1.39941 -1.62368 -31.33744 0.487
H -0.33809 -1.47830 -30.87287 0.184
H 1.00391 -0.87002 -29.84904 0.065
H -0.75592 2.32179 -30.89863 0.325
H -0.34085 1.33210 -29.57577 -0.067
H -1.66497 0.90221 -30.74802 0.362
C 7.04097 2.45122 -25.14158 -0.810
S 5.50898 2.62236 -26.11675 0.464
O 4.96878 1.26383 -26.47933 -0.344
C 4.37544 3.42366 -24.87683 -0.936
H 7.42724 3.45375 -24.95081 0.402
H 7.78349 1.80889 -25.61594 0.353
H 6.84655 1.91273 -24.21092 0.031
H 4.57110 4.48762 -24.70800 0.385
H 4.56178 3.00556 -23.88640 0.295
H 3.37100 3.32944 -25.28097 0.240
C -2.39557 -3.13292 -29.13048 -0.446
S -4.05181 -2.35250 -28.81748 0.256
O -3.66950 -1.20035 -27.91042 -0.472
C -4.07524 -1.45578 -30.40744 -0.518
H -2.39835 -3.64359 -30.09570 0.425
H -2.12706 -3.75105 -28.28096 0.356
H -1.75115 -2.27163 -29.29994 -0.272
H -4.63803 -0.54551 -30.20657 0.294
H -4.59328 -1.93076 -31.24448 0.387
H -3.06177 -1.23098 -30.73377 -0.042
C -3.07516 1.96746 -24.96753 -0.697
S -4.20710 2.48854 -26.26351 0.422
O -4.16374 3.98670 -26.29404 -0.674
C -3.24861 1.95304 -27.77035 -0.030
H -3.25321 0.90455 -24.79552 0.322
H -3.25156 2.50836 -24.04109 0.390
H -2.04566 2.10560 -25.29767 0.064
H -3.84691 1.87747 -28.67303 0.426
H -2.56985 1.13806 -27.50587 -0.307
H -2.41449 2.58779 -28.10268 0.097
C 3.11915 3.00122 -31.06252 -0.117
S 4.51051 1.88201 -30.66729 0.540
O 4.05924 0.54089 -30.16583 -0.429
C 5.09519 1.55726 -32.37332 -1.046
H 3.47695 3.82399 -31.67993 0.536
H 2.56389 3.31425 -30.17923 -0.210
H 2.35042 2.44294 -31.59894 -0.132
H 5.57044 0.57983 -32.33254 0.366
H 5.70690 2.39019 -32.71500 0.328
H 4.24670 1.40701 -33.04606 0.239
C 1.87073 -4.25019 -28.39499 -0.596
S 2.80607 -4.59994 -26.83909 0.303
O 3.73028 -3.43059 -26.70104 -0.399
C 1.38288 -4.39638 -25.69275 -0.821
H 1.21399 -5.11609 -28.50118 0.439
H 2.52569 -3.99022 -29.21629 0.380
H 1.27026 -3.40832 -28.04128 -0.146
H 1.44739 -4.84090 -24.70490 0.366
H 0.59659 -4.90200 -26.27171 0.345
H 0.94247 -3.39656 -25.66930 0.151
```

Summary:
Kohn-Sham gap (eV): 4.058
Calculated total energy (eV): -127131.988
Net charge: -2
ΔE to the lowest compared entry with this formula, charge and spin (eV): 2.264
Max |F| (Eh/bohr): 0.0809
Highest occupied orbital energy (eV): -0.80

(3)
Formula: C21H55N4O9S
Source: the OMol25 dataset
Level of theory: the ωB97M-V functional and the def2-TZVPD basis

XYZ file:
```
90
Properties=species:S:1:pos:R:3:mulliken_charge:R:1
O -0.28633 -0.05621 -0.29679 -0.677
H -0.11438 0.87395 -0.46059 0.520
H 0.43332 -0.51109 0.14682 0.453
H -0.52810 -0.60773 -1.04444 0.477
S 2.18676 4.35951 -2.62806 1.129
O 1.65595 4.37738 -4.01047 -0.732
O 2.97315 3.12800 -2.45346 -0.722
O 3.15277 5.44896 -2.44746 -0.727
O 1.15725 4.39339 -1.63619 -0.707
C -1.28268 -6.26173 -4.30876 -1.369
C -1.32735 -5.42456 -2.97813 0.294
C -0.53270 -6.07059 -1.80523 -0.760
O -0.54726 -5.26521 -0.58635 -0.302
C 0.22908 -5.87244 0.43505 -0.686
N -0.99174 -4.01356 -3.19856 -0.617
H -1.45057 -5.69563 -5.22497 0.401
H -1.95423 -7.11622 -4.22531 0.331
H -0.27385 -6.62378 -4.50698 0.365
H -2.32337 -5.26167 -2.56639 0.278
H 0.51440 -6.08468 -2.10770 0.403
H -0.97600 -7.04018 -1.57829 0.370
H -0.12450 -6.88878 0.60867 0.277
H 0.17975 -5.27135 1.34299 0.245
H 1.25688 -5.87293 0.07211 0.297
H -0.06345 -3.91798 -3.58487 0.233
H -1.53507 -3.56862 -3.92446 0.233
C 7.33331 -4.20939 -5.02341 -1.256
C 6.74182 -3.37711 -3.91200 0.407
C 7.79626 -2.52206 -3.11540 -0.741
O 8.67966 -3.37108 -2.32011 -0.340
C 9.96534 -2.82870 -2.11172 -0.672
N 5.69397 -2.56219 -4.35762 -0.685
H 7.51804 -3.63882 -5.93358 0.354
H 6.57501 -4.95646 -5.25782 0.305
H 8.23325 -4.68425 -4.63262 0.308
H 6.33909 -4.07945 -3.18220 0.205
H 7.44384 -1.84976 -2.33317 0.376
H 8.42289 -1.95284 -3.80201 0.348
H 10.38303 -2.41707 -3.03052 0.321
H 10.52475 -3.67903 -1.72175 0.213
H 9.92122 -2.07801 -1.32267 0.282
H 5.55991 -1.70570 -3.83941 0.294
H 6.02255 -2.14473 -5.21662 0.280
C 4.19013 1.56273 4.51782 -1.365
C 5.16515 0.44936 4.09673 0.479
C 5.45068 -0.56620 5.25870 -0.755
O 6.63312 -1.20400 4.99289 -0.314
C 6.87439 -2.51085 5.51571 -0.747
N 4.66047 -0.28674 2.92162 -0.796
H 4.65616 2.09767 5.34531 0.346
H 3.24618 1.03883 4.66810 0.320
H 3.88589 2.21994 3.70320 0.391
H 6.13377 0.86732 3.82253 0.318
H 4.66801 -1.32260 5.20049 0.428
H 5.53789 0.03883 6.16117 0.317
H 6.64839 -2.64259 6.57384 0.302
H 7.92802 -2.71943 5.33003 0.259
H 6.34874 -3.24855 4.90941 0.308
H 5.22784 -1.11912 2.84856 0.246
H 4.80143 0.22164 2.06035 0.258
C -7.98067 5.38089 3.06897 -1.879
C -7.30126 4.13467 2.43441 1.811
C -8.37252 3.07335 2.16467 -1.211
C -9.25256 3.48300 0.96902 -0.724
C -8.35057 3.73034 -0.26259 -1.228
C -7.27328 4.81714 -0.01696 1.440
N -6.51539 4.57857 1.21191 0.246
O -5.42738 5.43823 1.41934 -0.439
C -6.29232 4.72710 -1.18651 -1.994
C -7.96039 6.23731 -0.10055 -1.558
C -6.35231 3.54931 3.48209 -2.018
H -8.94748 5.67174 2.65814 0.303
H -7.28630 6.17478 2.79384 0.432
H -8.21561 5.39273 4.13329 0.417
H -8.05922 2.03358 2.07069 0.413
H -9.04854 2.97742 3.01431 0.375
H -9.80413 4.37200 1.27487 0.275
H -10.02484 2.74158 0.76412 0.435
H -8.98011 3.84938 -1.14441 0.506
H -7.86267 2.77819 -0.47105 0.395
H -5.63611 3.86013 -1.10991 0.437
H -6.76442 4.73977 -2.16889 0.384
H -5.52930 5.50550 -1.18840 0.456
H -7.20531 6.91434 -0.50002 0.394
H -8.85504 6.22729 -0.72312 0.296
H -8.27915 6.57391 0.88597 0.369
H -5.83870 2.65261 3.13533 0.450
H -6.94397 3.36453 4.37868 0.421
H -5.57601 4.23016 3.83124 0.423
H -4.70236 4.81459 1.33551 0.371
```

Summary:
Kohn-Sham gap (eV): 2.439
Calculated total energy (eV): -57882.771
Net charge: -1
Max |F| (Eh/bohr): 0.0682
Highest occupied orbital energy (eV): -1.93